{
  "formula": "C13H13Br3O3",
  "method": "ωB97M-V/def2-TZVPD",
  "symbols": ["C", "C", "C", "C", "C", "C", "O", "C", "O", "C", "C", "C", "C", "C", "O", "H", "H", "H", "H", "H", "H", "H", "H", "H", "H", "H", "H", "C", "Br", "Br", "Br", "H"],
  "xyz": [[2.716, -1.874, 2.388], [2.935, -1.123, 1.337], [3.120, -0.103, 0.069], [1.730, 0.753, -0.002], [0.522, 0.211, -0.599], [-0.819, 1.138, -0.666], [-1.510, 1.033, -1.725], [-1.063, 2.107, 0.578], [-2.291, 2.471, 1.195], [-3.463, 2.196, 0.385], [-4.014, 0.681, 0.679], [-4.622, -0.051, -0.630], [0.141, 2.649, 1.192], [1.615, 2.261, 0.614], [2.620, 3.049, 0.671], [2.440, -2.596, 3.241], [3.250, -0.761, -0.886], [4.035, 0.549, 0.311], [0.567, -0.848, -1.038], [-4.308, 2.896, 0.782], [-3.364, 2.434, -0.733], [-4.898, 0.780, 1.435], [-3.234, 0.017, 1.204], [-5.671, -0.498, -0.388], [-3.940, -0.947, -0.866], [-4.660, 0.660, -1.529], [0.115, 3.335, 2.106], [4.430, -4.144, -1.928], [5.624, -2.612, -1.918], [4.820, -5.370, -0.475], [2.563, -3.608, -1.942], [4.612, -4.684, -2.858]],
  "atomic_forces_ev_per_a": [[0.733, 3.347, -5.194], [-1.080, -2.880, 4.334], [-1.250, -0.981, 1.604], [-2.646, -0.700, -1.198], [2.912, 2.263, 2.104], [-0.512, -1.401, -2.796], [2.140, 0.711, 4.486], [3.050, 1.555, 2.260], [1.710, -0.887, -2.653], [-2.385, -0.604, 0.407], [-1.002, 0.297, 0.074], [0.260, -0.567, 0.594], [-1.173, -1.659, -1.924], [1.654, 1.134, 0.329], [-4.493, -3.555, -0.098], [0.746, 1.712, -1.964], [-0.154, 1.384, 1.802], [-1.565, -0.918, -0.642], [-0.497, 1.929, 0.465], [1.795, -1.030, -0.617], [0.363, -0.559, 1.713], [1.735, -0.086, -1.192], [-0.974, 1.212, -0.965], [1.831, 0.974, -0.592], [-1.065, 1.435, 0.008], [-0.043, -1.171, 1.333], [-0.063, -0.976, -1.703], [0.067, -0.097, -0.066], [-0.285, -0.300, 0.040], [-0.113, 0.319, -0.290], [0.372, -0.088, 0.043], [-0.067, 0.190, 0.297]],
  "e_lumo_ev": -1.293,
  "orbital_gap_ev": 8.02,
  "energy_ha": -8450.618083,
  "e_homo_ev": -9.32
}